Formula: C2H9NOS
Source: the Open Molecules 2025 dataset
Level of theory: ωB97M-V with the def2-TZVPD basis set

Last column: Mulliken charge in e.
Positions of all 14 atoms, in Å:
S -0.265 1.120 1.378  -0.102
H 1.351 0.037 2.694  0.369
N 2.429 1.397 1.507  -0.634
H 3.065 1.931 6.185  0.306
O 2.589 1.602 5.390  -0.622
H 0.591 0.440 -0.821  0.256
H 2.169 2.275 1.044  0.268
H 1.655 1.503 5.683  0.325
H -0.978 -0.315 -0.401  0.310
H 3.059 1.655 2.274  0.264
C 1.272 1.046 2.245  -0.442
H 1.186 1.776 3.072  0.221
C 0.000 0.000 0.000  -0.757
H 0.530 -0.891 0.376  0.239

Forces on atoms 1 to 6 (eV/Å):
-0.887 0.552 -0.403
0.255 0.398 -0.198
0.967 0.734 -0.388
-0.535 -0.355 -0.839
-0.466 0.257 1.054
-0.242 -0.105 0.448

Frontier orbital gap ... 9.082 eV
Energy ... -609.75619 hartree
Structure (SMILES) ... CSCN.O



Formula: C2H9NOS2
Source: the Open Molecules 2025 dataset
Level of theory: ωB97M-V with the def2-TZVPD basis set

Last column: Mulliken charge in e.
Positions of all 15 atoms, in Å:
H -1.088 0.595 -0.148  0.137
S -3.259 -0.586 0.465  -0.041
H -2.290 -2.391 1.583  0.292
C 1.888 0.539 -0.997  -0.343
H 0.433 1.139 -2.207  0.302
S -2.299 1.179 -0.132  -0.205
N 1.597 0.594 0.414  -0.422
H 2.363 1.451 -1.367  0.313
H 1.672 1.530 0.798  0.211
C -1.869 -1.471 1.168  -0.894
H -1.424 -0.932 1.996  0.324
H 2.500 -0.339 -1.197  0.237
H 2.243 0.033 0.955  0.227
O 0.678 0.341 -1.720  -0.468
H -1.146 -1.680 0.389  0.331

Forces on atoms 1 to 6 (eV/Å):
0.067 0.152 -0.268
-0.265 0.137 -0.158
0.104 -0.043 -0.229
-0.525 0.019 -0.096
0.109 -0.212 0.197
0.044 -0.159 0.299

Frontier orbital gap ... 8.320 eV
Energy ... -1007.93989 hartree
Structure (SMILES) ... CSS.NCO



Formula: C2H9NOS2
Source: the Open Molecules 2025 dataset
Level of theory: ωB97M-V with the def2-TZVPD basis set

Last column: Mulliken charge in e.
Positions of all 15 atoms, in Å:
H 0.179 -2.213 1.311  0.308
O 4.854 3.640 -2.299  -0.639
H 5.586 3.510 -2.918  0.320
S -2.364 0.262 0.342  -0.083
C -0.826 -1.807 1.403  -0.725
H -1.129 -1.532 2.407  0.394
H -0.188 0.211 1.255  0.409
H -0.157 -0.540 -0.302  0.442
C -0.740 -0.484 0.617  -0.596
H -2.679 -2.701 1.045  0.270
H -1.589 -2.814 -0.205  0.229
N -1.703 -2.817 0.811  -0.577
S -1.784 2.056 -0.471  -0.219
H 5.209 3.191 -1.518  0.319
H -2.669 2.039 -1.477  0.148

Forces on atoms 1 to 6 (eV/Å):
0.202 -0.005 0.774
0.672 -0.375 0.137
-0.295 0.203 -0.168
-0.257 -0.444 0.201
-0.369 0.389 -1.617
0.126 -0.534 0.284

Frontier orbital gap ... 9.074 eV
Energy ... -1007.94762 hartree
Structure (SMILES) ... NCCSS.O



Formula: C2H9NOS2
Source: the Open Molecules 2025 dataset
Level of theory: ωB97M-V with the def2-TZVPD basis set

Last column: Mulliken charge in e.
Positions of all 15 atoms, in Å:
O 1.325 -5.208 0.051  -0.602
H 1.975 -5.417 0.751  0.318
S 1.304 -1.548 -0.857  -0.228
H 0.264 2.852 0.134  0.313
H -0.015 0.689 1.045  0.388
H -1.375 2.726 -1.023  0.270
H 0.901 -2.004 -2.045  0.176
H -1.024 0.076 -0.334  0.343
H -1.131 3.230 1.782  0.225
C -0.707 2.303 -0.016  -0.512
S 1.101 0.565 -1.205  -0.112
C -0.187 0.784 -0.024  -0.547
N -1.638 2.525 1.169  -0.545
H -2.473 2.831 0.834  0.233
H 1.680 -4.404 -0.262  0.278

Forces on atoms 1 to 6 (eV/Å):
0.267 -1.427 1.265
-0.653 -0.190 -0.392
0.299 1.062 -0.129
-1.205 0.152 -0.435
0.739 -0.648 -0.086
2.529 -1.513 2.524

Frontier orbital gap ... 9.109 eV
Energy ... -1007.90979 hartree
Structure (SMILES) ... NCCSS.O



Formula: C2H9NOS2
Source: the Open Molecules 2025 dataset
Level of theory: ωB97M-V with the def2-TZVPD basis set

Last column: Mulliken charge in e.
Positions of all 15 atoms, in Å:
S 1.207 0.794 -0.765  -0.197
H 0.598 -2.472 1.197  0.300
S 1.328 2.656 -1.700  -0.075
H -0.115 -3.465 -0.674  0.254
H 0.461 4.678 -0.747  0.280
O -1.233 -1.988 1.891  -0.559
H -0.240 -1.116 0.358  -0.237
H -1.776 -2.782 1.850  0.320
N -0.900 -3.072 -0.173  -0.637
C 0.807 3.717 -0.357  -0.799
H 1.560 3.920 0.362  0.321
C -0.347 -2.105 0.788  0.315
H -1.407 -2.534 -0.873  0.228
H 0.001 3.284 0.222  0.307
H 0.056 0.486 -1.380  0.178

Forces on atoms 1 to 6 (eV/Å):
0.007 0.529 -0.553
0.191 0.033 -0.455
0.214 -0.419 0.225
0.023 -0.368 -0.100
0.050 -0.159 -0.215
-0.172 0.202 -0.249

Frontier orbital gap ... 9.697 eV
Energy ... -1007.94313 hartree
Structure (SMILES) ... CSS.NCO



Formula: C2H9NOSi
Source: the Open Molecules 2025 dataset
Level of theory: ωB97M-V with the def2-TZVPD basis set

Last column: Mulliken charge in e.
Positions of all 14 atoms, in Å:
H -1.650 2.070 0.605  0.281
C -1.502 1.213 -0.108  -0.742
H -1.255 1.743 -1.056  0.247
O 1.134 0.505 -0.701  -0.284
H -2.464 0.700 -0.285  0.356
N -0.543 0.242 0.416  -0.131
H -1.466 -1.465 0.975  0.301
H -1.707 -1.102 -0.856  0.288
H 3.240 0.024 -0.922  -0.135
C -0.923 -1.093 0.045  -0.582
H 2.146 -1.594 0.616  -0.140
H 0.092 -1.665 -0.185  0.207
Si 2.243 -0.187 0.177  0.484
H 2.656 0.609 1.276  -0.149

Forces on atoms 1 to 6 (eV/Å):
0.193 -0.972 -0.340
-0.320 1.254 0.337
0.405 -0.866 0.407
-4.624 0.519 -0.210
0.274 0.293 0.154
1.329 0.962 -1.511

Frontier orbital gap (spin up / spin down) ... 8.744 / 9.282 eV
Energy ... -500.93298 hartree



Formula: C2H9NP3
Source: the Open Molecules 2025 dataset
Level of theory: ωB97M-V with the def2-TZVPD basis set

Last column: Mulliken charge in e.
Positions of all 15 atoms, in Å:
C -0.149 -0.702 -1.427  -0.845
H -3.251 0.568 0.209  0.094
N 1.948 0.302 -0.076  -0.112
H 0.506 -0.222 -2.292  0.304
P 3.136 1.287 0.022  0.179
H -1.176 -0.660 -1.632  0.390
H 0.651 -0.506 2.414  0.343
H -2.140 1.949 -0.862  0.072
H 3.933 0.478 -0.626  0.107
H -0.974 -0.411 1.993  0.354
C -0.075 -0.680 1.603  -0.968
H 0.150 -1.699 1.429  0.381
P -2.796 1.823 0.302  0.099
P 0.225 0.318 0.072  0.279
H 0.012 -1.845 -1.128  0.322

Forces on atoms 1 to 6 (eV/Å):
2.278 -0.916 0.238
-0.443 -1.915 -0.660
-2.999 -0.105 0.006
-1.415 -1.533 1.741
-1.201 2.441 1.223
-1.483 0.436 -0.563

Net charge ... +1
Frontier orbital gap (spin up / spin down) ... 7.914 / 5.904 eV
Energy ... -1159.99747 hartree



Formula: C2H9NS
Source: the Open Molecules 2025 dataset
Level of theory: ωB97M-V with the def2-TZVPD basis set

Last column: Mulliken charge in e.
Positions of all 13 atoms, in Å:
H 0.411 0.420 1.180  0.246
H -1.811 -1.780 -2.290  0.244
C -0.659 -1.317 1.011  -0.561
H -0.887 -1.351 -3.595  0.240
H 2.816 4.751 3.079  -0.041
C -0.018 -0.231 0.367  -0.380
H -0.393 0.468 -0.348  0.375
H -0.817 -0.521 -2.253  0.242
N -1.482 -0.999 -2.845  -0.714
H -1.391 -2.013 0.647  0.266
S 1.315 -1.372 -0.254  -0.214
H 3.166 5.378 3.275  0.041
H -0.250 -1.432 2.025  0.258

Forces on atoms 1 to 6 (eV/Å):
-0.161 -0.523 -0.954
0.067 -0.201 -0.203
2.675 -1.158 -0.144
-0.384 -0.235 0.127
0.060 0.104 0.032
1.481 2.814 1.282

Frontier orbital gap ... 7.994 eV
Energy ... -534.41464 hartree



Formula: C2H9NS
Source: the Open Molecules 2025 dataset
Level of theory: ωB97M-V with the def2-TZVPD basis set

Last column: Mulliken charge in e.
Positions of all 13 atoms, in Å:
N -0.458 0.224 -1.164  -0.487
C 1.337 -0.386 0.385  -0.834
S -2.306 0.623 2.059  -0.343
H 2.166 -1.054 0.613  0.338
H 0.002 0.999 -1.605  0.211
H -1.942 1.092 0.863  0.148
H 1.761 0.610 0.232  0.256
H -1.188 -0.185 -1.720  0.207
C 0.587 -0.781 -0.899  -0.396
H 1.283 -0.835 -1.743  0.273
H 0.582 -0.323 1.165  0.147
H 0.265 -1.817 -0.770  0.337
H -2.091 1.832 2.584  0.144

Forces on atoms 1 to 6 (eV/Å):
0.176 -1.139 0.864
-0.296 0.365 -0.884
-0.025 0.120 0.021
-0.161 -0.160 0.160
-0.319 0.322 -0.458
0.114 -0.212 -0.263

Frontier orbital gap ... 10.328 eV
Energy ... -534.51751 hartree
Structure (SMILES) ... CCN.S



Formula: C2H9NS
Source: the Open Molecules 2025 dataset
Level of theory: ωB97M-V with the def2-TZVPD basis set

Last column: Mulliken charge in e.
Positions of all 13 atoms, in Å:
H -1.193 -0.511 0.872  0.324
H -2.270 -0.550 -1.181  0.231
H 0.149 2.765 0.794  0.226
C -0.510 -0.556 0.014  -0.506
H 4.461 -2.502 -0.408  0.042
H 3.951 -2.524 0.137  -0.041
C -1.205 -0.776 -1.294  -0.447
N -0.678 2.607 1.336  -0.683
H -1.445 2.344 0.740  0.241
H -0.939 -1.607 -1.967  0.297
H 0.274 -1.282 0.163  0.253
H -0.602 2.030 2.151  0.220
S 0.008 0.562 -1.358  -0.157

Forces on atoms 1 to 6 (eV/Å):
0.516 1.263 -0.278
0.333 0.189 -0.737
0.302 -0.352 0.138
0.336 -1.694 -1.217
-0.129 -0.005 0.134
0.126 0.006 -0.133

Frontier orbital gap ... 9.815 eV
Energy ... -534.45265 hartree
Structure (SMILES) ... [H][H].C1CS1.N